(1)
{
  "formula": "C2HMgO3",
  "method": "ωB97M-V/def2-TZVPD",
  "de_lowest_kcal_mol": 19.2,
  "lumo_ev": [-0.52, -1.82],
  "total_energy_ha": -502.50856,
  "total_charge": 0,
  "orbital_gap_ha": [0.2477, 0.1997],
  "multiplicity": 2,
  "homo_energy_ev": [-7.26, -7.25],
  "elements": ["C", "O", "C", "O", "O", "Mg", "H"],
  "positions_angstrom": [[-1.61, 0.36, 0.29], [-0.24, 0.94, 0.01], [0.23, -0.29, -0.03], [-0.85, -0.99, 0.14], [1.41, -0.64, 0.05], [3.18, 0.19, 0.23], [-2.11, 0.43, -0.69]]
}

---

(2)
{
  "formula": "C2HN2O2S",
  "method": "ωB97M-V/def2-TZVPD",
  "de_lowest_kcal_mol": 29.9,
  "lumo_ev": 3.66,
  "total_energy_ha": -734.88379,
  "total_charge": -1,
  "orbital_gap_ha": 0.2282,
  "homo_energy_ev": -2.55,
  "elements": ["C", "C", "N", "N", "O", "O", "S", "H"],
  "positions_angstrom": [[0.91, 0.53, 0.16], [0.98, -0.78, 0.02], [-1.23, -0.92, -0.12], [-1.65, 0.13, -0.09], [-2.52, 0.92, -0.18], [-0.10, 1.30, 0.36], [1.74, -2.20, -0.04], [1.86, 1.02, -0.11]]
}

---

(3)
{
  "formula": "C2HN2O2S",
  "method": "ωB97M-V/def2-TZVPD",
  "de_lowest_kcal_mol": 20.3,
  "lumo_ev": 3.63,
  "total_energy_ha": -734.89901,
  "total_charge": -1,
  "orbital_gap_ha": 0.2093,
  "homo_energy_ev": -2.07,
  "elements": ["C", "C", "N", "N", "O", "O", "S", "H"],
  "positions_angstrom": [[0.35, -0.69, 1.05], [-0.68, 0.08, 1.46], [1.19, 1.93, 2.27], [1.95, 1.83, 1.46], [2.86, 1.92, 0.73], [1.12, -0.44, 0.03], [-2.12, 0.60, 1.76], [0.76, -1.51, 1.69]]
}

---

(4)
{
  "formula": "C2HN2O3S",
  "method": "ωB97M-V/def2-TZVPD",
  "de_lowest_kcal_mol": 51.6,
  "lumo_ev": [2.34, 2.98],
  "total_energy_ha": -810.20194,
  "total_charge": -1,
  "orbital_gap_ha": [0.2390, 0.2732],
  "homo_energy_ev": [-4.16, -4.46],
  "elements": ["C", "C", "N", "N", "O", "O", "O", "S", "H"],
  "positions_angstrom": [[2.57, 1.77, 1.17], [-1.38, -1.65, 0.88], [3.47, 1.66, 0.45], [-0.38, -0.03, 0.74], [-1.93, -1.51, -0.17], [-1.10, -2.21, 1.87], [-0.64, 1.11, 1.25], [1.32, 1.97, 2.27], [-0.35, -0.06, -0.26]]
}

---

(5)
{
  "formula": "C2HN2OS",
  "method": "ωB97M-V/def2-TZVPD",
  "de_lowest_kcal_mol": 24.6,
  "lumo_ev": 3.52,
  "total_energy_ha": -659.77941,
  "total_charge": -1,
  "orbital_gap_ha": 0.2539,
  "homo_energy_ev": -3.39,
  "elements": ["C", "C", "N", "N", "O", "S", "H"],
  "positions_angstrom": [[-1.30, 0.09, -0.60], [-0.46, 1.68, 1.42], [-2.41, -0.25, -0.72], [-0.18, 0.66, -0.72], [0.57, 1.36, 1.86], [-1.88, 2.32, 1.39], [0.58, 0.19, -0.53]]
}

---

(6)
{
  "formula": "C2HN3O3",
  "method": "ωB97M-V/def2-TZVPD",
  "smiles": "O=c1nn[nH]oc1=O",
  "de_lowest_kcal_mol": 121.4,
  "lumo_ev": -1.58,
  "total_energy_ha": -466.67433,
  "total_charge": 0,
  "orbital_gap_ha": 0.3294,
  "homo_energy_ev": -10.54,
  "elements": ["O", "C", "N", "N", "N", "O", "C", "O", "H"],
  "positions_angstrom": [[-1.72, -1.34, 0.14], [-0.67, -0.78, 0.01], [0.51, -1.45, -0.19], [1.60, -0.83, -0.06], [1.70, 0.46, 0.27], [0.60, 1.35, -0.06], [-0.62, 0.75, -0.03], [-1.55, 1.49, -0.06], [2.51, 0.87, -0.16]]
}

---

(7)
{
  "formula": "C2HN3O3",
  "method": "ωB97M-V/def2-TZVPD",
  "smiles": "O=c1nn[nH]oc1=O",
  "de_lowest_kcal_mol": 167.3,
  "lumo_ev": -1.38,
  "total_energy_ha": -466.60126,
  "total_charge": 0,
  "orbital_gap_ha": 0.3109,
  "homo_energy_ev": -9.84,
  "elements": ["O", "C", "N", "N", "N", "O", "C", "O", "H"],
  "positions_angstrom": [[-0.09, -1.04, -2.18], [-0.13, -0.53, -1.07], [-0.37, -1.47, 0.09], [-0.49, -0.91, 1.18], [-0.42, 0.35, 1.52], [0.47, 1.00, 0.59], [0.31, 0.76, -0.75], [0.45, 1.31, -1.80], [0.26, 0.54, 2.42]]
}

---

(8)
{
  "formula": "C2HN3O3",
  "method": "ωB97M-V/def2-TZVPD",
  "smiles": "O=COc1nnno1",
  "de_lowest_kcal_mol": 101.1,
  "lumo_ev": -0.10,
  "total_energy_ha": -466.70672,
  "total_charge": 0,
  "orbital_gap_ha": 0.4004,
  "homo_energy_ev": -11.00,
  "elements": ["O", "C", "O", "C", "N", "N", "N", "O", "H"],
  "positions_angstrom": [[1.74, 0.86, 1.09], [0.66, 1.36, 1.23], [-0.54, 0.87, 0.56], [-0.46, -0.18, -0.20], [0.62, -0.81, -0.70], [0.22, -1.75, -1.52], [-1.03, -1.81, -1.58], [-1.53, -0.74, -0.77], [0.33, 2.19, 1.90]]
}

---

(9)
{
  "formula": "C2HN5",
  "method": "ωB97M-V/def2-TZVPD",
  "smiles": "N#Cc1nn[nH]n1",
  "de_lowest_kcal_mol": 39.3,
  "lumo_ev": -0.24,
  "total_energy_ha": -350.46567,
  "total_charge": 0,
  "orbital_gap_ha": 0.4007,
  "homo_energy_ev": -11.14,
  "elements": ["N", "C", "C", "N", "N", "N", "N", "H"],
  "positions_angstrom": [[-3.20, 0.14, 0.22], [-1.98, 0.00, -0.19], [-0.48, -0.10, -0.16], [0.08, 1.21, -0.17], [1.37, 0.99, 0.17], [1.53, -0.35, 0.06], [0.39, -1.02, -0.03], [2.30, -0.87, 0.11]]
}

---

(10)
{
  "formula": "C2HN5O",
  "method": "ωB97M-V/def2-TZVPD",
  "smiles": "O=c1ncnnnn1",
  "de_lowest_kcal_mol": 73.4,
  "lumo_ev": -2.17,
  "total_energy_ha": -425.66105,
  "total_charge": 0,
  "orbital_gap_ha": 0.2892,
  "homo_energy_ev": -10.03,
  "elements": ["O", "C", "N", "C", "N", "N", "N", "N", "H"],
  "positions_angstrom": [[-2.02, -0.31, 0.73], [-1.12, -0.03, 0.06], [-0.77, 1.21, -0.58], [0.49, 1.45, -0.25], [1.38, 0.68, 0.62], [1.61, -0.60, 0.48], [0.86, -1.35, -0.42], [-0.36, -1.15, -0.68], [0.99, 2.45, -0.59]]
}

---

(11)
{
  "formula": "C2HNO2",
  "method": "ωB97M-V/def2-TZVPD",
  "smiles": "O=C=O.C#N",
  "de_lowest_kcal_mol": 0.7,
  "lumo_ev": 0.78,
  "total_energy_ha": -282.05394,
  "total_charge": 0,
  "orbital_gap_ha": 0.4923,
  "homo_energy_ev": -12.62,
  "elements": ["O", "C", "O", "C", "N", "H"],
  "positions_angstrom": [[-0.16, -0.78, -1.91], [0.85, -0.54, -1.46], [1.87, -0.37, -1.03], [-0.89, 0.56, 1.48], [-0.46, 1.09, 0.56], [-1.22, 0.03, 2.35]]
}

---

(12)
{
  "formula": "C2HNO4",
  "method": "ωB97M-V/def2-TZVPD",
  "de_lowest_kcal_mol": 100.0,
  "lumo_ev": -0.76,
  "total_energy_ha": -432.35364,
  "total_charge": 0,
  "orbital_gap_ha": 0.3426,
  "homo_energy_ev": -10.08,
  "elements": ["C", "C", "N", "O", "O", "O", "O", "H"],
  "positions_angstrom": [[-0.22, -0.06, 1.53], [-0.55, 0.15, -0.40], [0.62, -0.07, -1.26], [1.01, -1.20, -1.41], [0.81, -0.45, 1.92], [-1.64, 0.43, -0.75], [1.11, 0.95, -1.69], [-1.14, 0.25, 2.04]]
}